# C4H5NO

An isolated molecule of C4H5NO (ωB97M-V/def2-TZVPD, the Open Molecules 2025 dataset).

```
! wB97M-V def2-TZVPD RIJCOSX def2/J DEFGRID3
* xyz 0 1
C -1.5029 0.1607 0.0427
C -0.3751 -0.3279 -0.8624
C 1.0596 -0.2672 -0.4907
O 1.1659 0.2427 0.7694
C 2.4222 0.2717 1.1683
N 3.5162 0.2971 1.5425
H -1.4799 -0.3223 1.0236
H -2.4697 -0.0675 -0.4171
H -1.4560 1.2426 0.1961
H -0.3911 0.1634 -1.8480
H -0.4894 -1.3934 -1.1243
*
```

HOMO-LUMO gap   0.355 Eh
HOMO energy   -0.359 hartree
Energy above the lowest of the compared OMol25 structures with the same formula, charge and spin   4.003 eV

# C3H7N2S

A cluster of 2 separate species, C3H7N2S in total (ωB97M-V/def2-TZVPD, the Open Molecules 2025 dataset).

```
! wB97M-V def2-TZVPD RIJCOSX def2/J DEFGRID3
* xyz 1 1
C 1.2496 -0.2355 -0.0690
C -0.6848 2.1885 -1.2108
C -0.0487 -2.1042 0.7247
N -0.4903 1.5923 -0.1271
N 0.6206 -0.8202 0.8650
S 2.1353 0.2437 -1.2112
H -1.4299 2.9609 -1.3876
H -0.0597 1.9190 -2.0554
H -1.0723 -2.0192 1.0865
H -0.0607 -2.4022 -0.3220
H 0.4702 -2.8631 1.3127
H -1.0889 1.8628 0.6520
H 0.4596 -0.3229 1.7422
*
```

HOMO-LUMO gap   0.322 Eh
HOMO energy   -0.524 hartree
Energy above the lowest of the compared OMol25 structures with the same formula, charge and spin   2.427 eV

# C5H12B3ILuO4

A structure of composition C5H12B3ILuO4 (ωB97M-V/def2-TZVPD, the Open Molecules 2025 dataset).

```
! wB97M-V def2-TZVPD RIJCOSX def2/J DEFGRID3
* xyz 3 1
C 2.4863 -2.6387 0.1947
O 2.8552 -1.5518 1.0126
C 3.0517 -0.3317 0.3802
B 1.6888 0.4242 0.2091
O 1.1516 0.8121 -1.0937
B 0.4481 1.9109 -0.9721
O -0.4836 2.1522 -0.0751
B -0.3987 1.1676 0.9817
C -1.7326 0.5947 1.4613
C -2.1620 -0.4377 0.3782
C -3.2996 0.0667 -0.4991
I -2.7605 0.5603 -2.5567
O 0.8786 0.7784 1.2451
H 1.8472 -2.3204 -0.6245
H 3.3701 -3.1116 -0.2110
H 1.9753 -3.3547 0.8101
H 3.6279 0.2856 1.0604
H 3.6072 -0.4102 -0.5470
H 0.6356 2.8682 -1.8238
H -2.4903 1.3483 1.5983
H -1.6240 0.1140 2.4183
H -1.3326 -0.7146 -0.2587
H -2.4952 -1.3464 0.8460
H -3.7810 0.9524 -0.1290
H -4.0712 -0.6707 -0.6587
Lu -0.9922 2.8529 -3.1466
*
```

HOMO-LUMO gap   0.083 Eh
HOMO energy   -0.637 hartree

# C4H11ClN

A cluster of 2 separate species, C4H11ClN in total (ωB97M-V/def2-TZVPD, the Open Molecules 2025 dataset).

```
! wB97M-V def2-TZVPD RIJCOSX def2/J DEFGRID3
* xyz 1 1
C 2.1630 0.1813 0.5111
C -2.2773 1.4507 -0.0048
C 1.1494 -0.1041 -0.6449
C -1.6770 0.3115 0.5718
N 0.8757 -1.4981 -0.6038
Cl -2.1070 -1.2373 0.0548
H 2.1361 1.2005 0.7893
H 1.9069 -0.4793 1.3498
H 3.0952 -0.2551 0.1416
H -1.9358 2.3848 0.4488
H -3.4533 1.4409 0.2893
H -2.0371 1.6839 -1.0759
H 1.3210 0.3971 -1.5533
H -1.4111 0.2670 1.5683
H 1.5325 -2.0558 -0.0610
H 0.8366 -1.9567 -1.5942
H -0.1178 -1.7312 -0.1869
*
```

HOMO-LUMO gap (alpha / beta)   0.274 / 0.358 Eh
HOMO energy (alpha / beta)   -0.446 / -0.501 hartree
Energy above the lowest of the compared OMol25 structures with the same formula, charge and spin   3.381 eV

| no. | strongest force on any atom (eV Å⁻¹) |
| --- | --- |
| 1 | 1.14 |
| 2 | 1.04 |
| 3 | 1.58 |
| 4 | 4.61 |